# C14H17BrN3O6W

A structure of composition C14H17BrN3O6W (ωB97M-V with the def2-TZVPD basis set, OMol25).

CARTESIAN COORDINATES (ANGSTROEM)
W 0.055 0.210 0.344
Br 1.306 2.394 2.617
O 1.892 -0.476 -0.066
O 0.341 3.694 -1.768
O -0.719 -1.619 0.707
O -0.845 -0.305 -1.584
O 3.990 0.282 -0.364
O -0.481 -3.540 1.865
N -1.666 1.664 0.457
N 0.791 1.738 -0.652
N 0.564 -0.229 2.379
C -2.280 -1.492 -3.083
C 1.730 0.216 4.405
C -0.870 -1.340 -3.679
C -2.202 -0.871 -1.689
C -1.485 2.615 -0.688
C 0.940 -1.999 3.918
C 0.442 -1.523 2.733
C 1.600 -1.114 4.763
C 2.197 1.715 -1.030
C 1.190 0.614 3.196
C -0.295 -2.372 1.718
C 0.015 -1.103 -2.482
C -0.027 2.765 -1.098
C 2.812 0.443 -0.461
H 0.290 -2.015 -1.952
H -2.570 -2.538 -3.005
H -2.608 1.284 0.441
H -3.020 -0.985 -3.697
H -0.556 -2.227 -4.225
H -2.883 -0.033 -1.551
H -2.021 2.216 -1.548
H 0.899 -0.503 -2.673
H 2.234 0.933 5.035
H -2.322 -1.596 -0.890
H 2.314 1.726 -2.116
H -1.893 3.597 -0.459
H 2.737 2.578 -0.643
H 2.013 -1.458 5.702
H -1.598 2.187 1.326
H -0.823 -0.489 -4.356
H 0.810 -3.046 4.152

As for the net charge: +1. The calculation puts the HOMO energy (spin up / spin down) at -11.464 / -13.025 eV. Its multiplicity is 3. Its energy relative to the best compared isomer or geometry (same formula, charge and spin) is 8.2 kcal/mol. As for the frontier orbital gap (spin up / spin down): 6.94 / 8.61 eV. Its expectation value of S² is 2.01. For the strongest force on any atom, the calculation gives 0.021 Eh/bohr. The calculation puts the lowest unoccupied orbital energy (spin up / spin down) at -4.53 / -4.41 eV.